Entry 1:
The following is a DFT calculation (the ωB97M-V functional and the def2-TZVPD basis) of C15H29F3O6Zn as an isolated structure.

maximum force	1.356	eV Å⁻¹
relative energy (zero: lowest compared OMol25 entry of this formula, charge and spin)	0.00	kcal per mole
net charge	0
LUMO energy	0.4635	eV
frontier orbital gap	8.14	eV

```
54
C15H29F3O6Zn, DFT the ωB97M-V functional and the def2-TZVPD basis
Zn 5.113 6.795 -9.765
C 7.077 5.274 -10.500
O 6.008 5.513 -11.449
O 6.608 5.575 -9.318
C 7.576 3.846 -10.610
F 6.576 2.941 -10.564
F 8.241 3.654 -11.786
F 8.435 3.573 -9.614
C 6.256 5.493 -12.846
C 5.105 6.214 -13.518
H 4.154 5.752 -13.244
H 5.043 7.245 -13.162
H 5.208 6.194 -14.602
H 6.301 4.454 -13.191
H 7.210 5.963 -13.116
H 7.932 5.931 -10.812
C 2.407 9.473 -11.729
C 2.668 7.989 -11.449
O 3.842 7.782 -10.803
H 3.193 9.890 -12.359
H 2.366 10.041 -10.793
H 1.434 9.615 -12.214
H 2.643 7.479 -12.443
H 1.784 7.592 -10.898
C 3.211 9.440 -7.829
C 3.668 8.158 -7.220
O 4.360 7.403 -7.864
C 3.218 7.829 -5.824
H 3.357 9.374 -8.907
H 3.784 10.281 -7.428
H 2.164 9.621 -7.584
H 3.263 6.763 -5.629
H 2.195 8.183 -5.690
H 3.850 8.393 -5.135
C 3.653 2.915 -8.974
C 3.101 4.133 -9.665
O 3.673 5.194 -9.604
C 1.751 4.036 -10.320
H 3.291 2.890 -7.949
H 4.742 2.949 -9.000
H 3.344 2.012 -9.504
H 0.971 3.948 -9.561
H 1.676 3.157 -10.964
H 1.576 4.926 -10.922
C 8.416 9.665 -9.319
C 7.267 9.172 -10.157
O 6.376 8.527 -9.651
C 7.266 9.437 -11.636
H 8.966 10.462 -9.817
H 9.108 8.827 -9.196
H 8.056 9.961 -8.338
H 8.119 8.924 -12.090
H 7.361 10.506 -11.834
H 6.336 9.065 -12.061
```

Entry 2:
The following is a DFT calculation (the ωB97M-V functional and the def2-TZVPD basis) of a 2-piece molecular cluster, C4H10N2O4S overall.

maximum force	4.557	eV Å⁻¹
relative energy (zero: lowest compared OMol25 entry of this formula, charge and spin)	10.31	kcal per mole
net charge	0
structure (SMILES)	[H]/N=C(/NC(C)=O)S(=O)(=O)O.C
LUMO energy	0.2022	eV
frontier orbital gap	11.05	eV

```
21
C4H10N2O4S, DFT the ωB97M-V functional and the def2-TZVPD basis
H -1.636 -1.973 1.556
N -0.796 -1.431 1.797
C -0.832 -0.464 0.998
N 0.249 0.422 0.933
C 0.059 1.632 0.276
C 1.298 2.519 -0.008
O -1.040 2.041 -0.010
S -2.141 -0.570 -0.336
O -2.789 -1.862 -0.110
O -1.465 -0.218 -1.582
O -3.289 0.493 -0.045
H 1.185 0.053 0.863
H 2.126 2.184 0.659
H 1.148 3.612 0.335
H 1.386 2.408 -1.021
H -2.790 1.331 0.019
C 1.863 -2.022 -0.846
H 2.333 -2.718 -1.445
H 1.624 -2.533 0.184
H 0.865 -1.591 -1.375
H 2.642 -1.312 -0.841
```